The following is a DFT calculation (the ωB97M-V functional and the def2-TZVPD basis) of 6 unconnected molecules or ions with the total composition C39H54N4O5P in a non-equilibrium geometry.

Each line ends with the Löwdin charge.
Cartesian coordinates (Å):
C1 -4.2923 -0.4012 -4.4615  -0.07
C2 -5.0891 0.7300 -3.6581  -0.22
O1 -4.1207 1.5530 -2.9510  -0.07
C3 -4.7756 2.5349 -2.1611  -0.38
O2 -5.9697 2.8433 -2.2681  0.08
C4 -3.8708 3.3060 -1.1037  -0.06
C5 -2.3876 3.4898 -1.7013  -0.13
C6 -1.4302 2.2924 -1.1540  -0.10
N1 -0.0211 2.7733 -0.9055  -0.14
C7 0.6804 2.1280 0.2634  -0.06
C8 0.5449 0.5280 0.3657  -0.59
N2 -0.6432 0.1000 1.1981  0.08
N3 1.7447 0.0751 1.1522  0.06
N4 0.6116 -0.2014 -0.9149  0.10
C9 0.8033 2.7603 -2.1908  -0.13
P1 0.6004 4.3123 -3.2435  0.65
O3 -0.4158 3.9540 -4.3460  -0.32
O4 2.0430 4.7529 -4.0442  -0.17
O5 0.0944 5.6882 -2.3915  -0.15
H1 -4.4873 -1.4432 -4.0446  0.08
H2 -3.1669 -0.1910 -4.3435  0.08
H3 -4.5330 -0.3212 -5.5750  0.09
H4 -5.7421 1.3250 -4.3902  0.14
H5 -5.8241 0.2678 -2.9056  0.14
H6 -3.9135 2.7421 -0.1177  0.13
H7 -4.2634 4.3575 -0.8895  0.13
H8 -2.0102 4.5012 -1.3361  0.11
H9 -2.4730 3.4905 -2.8322  0.12
H10 -1.3762 1.5469 -2.0134  0.14
H11 -1.9559 1.8762 -0.2432  0.12
H12 -0.1045 3.7841 -0.6667  0.15
H13 1.7998 2.3890 0.2627  0.15
H14 0.2645 2.6016 1.2210  0.15
H15 -0.9114 0.8912 1.8094  0.08
H16 -1.4334 -0.1730 0.5999  0.08
H17 1.8440 0.6678 1.9891  0.08
H18 1.5856 -0.9109 1.4040  0.07
H19 -0.2930 -0.2684 -1.3911  0.08
H20 1.3635 0.1249 -1.5271  0.09
H21 0.6283 1.8168 -2.8054  0.13
H22 1.9128 2.7151 -1.8822  0.13
H23 1.7986 5.2763 -4.8458  0.10
H24 0.5169 5.7070 -1.4958  0.09
C10 -0.0524 -3.4564 -0.6116  -0.11
C11 -0.7090 -4.4039 0.1676  -0.09
C12 -1.0007 -5.6576 -0.3599  -0.09
C13 -0.6269 -5.9672 -1.6640  -0.10
C14 0.0330 -5.0210 -2.4418  -0.10
C15 0.3165 -3.7643 -1.9174  -0.10
H25 0.1722 -2.4788 -0.2018  0.05
H26 -0.9941 -4.1647 1.1867  0.10
H27 -1.5183 -6.3938 0.2451  0.10
H28 -0.8498 -6.9464 -2.0738  0.11
H29 0.3260 -5.2633 -3.4578  0.11
H30 0.8264 -3.0248 -2.5260  0.09
C16 4.7025 -3.4027 4.8576  -0.09
C17 4.3152 -2.1396 4.4229  -0.09
C18 3.7984 -1.9727 3.1424  -0.11
C19 3.6596 -3.0711 2.2993  -0.10
C20 4.0436 -4.3349 2.7355  -0.09
C21 4.5690 -4.5004 4.0128  -0.09
H31 5.1087 -3.5323 5.8548  0.10
H32 4.4169 -1.2840 5.0827  0.09
H33 3.5029 -0.9866 2.8013  0.07
H34 3.2520 -2.9418 1.3016  0.09
H35 3.9340 -5.1914 2.0789  0.10
H36 4.8733 -5.4847 4.3506  0.10
C22 2.7210 -8.5039 -3.4007  -0.09
C23 3.8546 -8.8648 -4.1216  -0.09
C24 5.0544 -8.1921 -3.9151  -0.09
C25 5.1232 -7.1639 -2.9800  -0.10
C26 3.9905 -6.8055 -2.2565  -0.10
C27 2.7883 -7.4722 -2.4695  -0.10
H37 1.7846 -9.0266 -3.5643  0.10
H38 3.8027 -9.6708 -4.8457  0.10
H39 5.9363 -8.4693 -4.4820  0.10
H40 6.0599 -6.6426 -2.8155  0.10
H41 4.0445 -6.0048 -1.5261  0.10
H42 1.9044 -7.1889 -1.9092  0.08
C28 5.0082 3.0676 7.6779  -0.10
C29 3.8239 2.3955 7.3938  -0.10
C30 3.7767 1.0070 7.4655  -0.11
C31 4.9124 0.2909 7.8311  -0.10
C32 6.0956 0.9632 8.1187  -0.09
C33 6.1452 2.3510 8.0380  -0.09
H43 5.0457 4.1499 7.6188  0.10
H44 2.9366 2.9546 7.1157  0.10
H45 2.8548 0.4826 7.2377  0.10
H46 4.8745 -0.7915 7.8919  0.10
H47 6.9803 0.4049 8.4052  0.10
H48 7.0692 2.8744 8.2571  0.10
C34 -7.4732 5.7000 -1.4828  -0.10
C35 -7.1879 6.2462 -0.2352  -0.11
C36 -7.7120 7.4851 0.1196  -0.10
C37 -8.5301 8.1741 -0.7700  -0.09
C38 -8.8186 7.6266 -2.0160  -0.09
C39 -8.2871 6.3920 -2.3744  -0.09
H49 -7.0617 4.7354 -1.7602  0.07
H50 -6.5553 5.7054 0.4617  0.09
H51 -7.4841 7.9135 1.0897  0.10
H52 -8.9428 9.1377 -0.4918  0.10
H53 -9.4579 8.1634 -2.7088  0.10
H54 -8.5079 5.9682 -3.3478  0.10

Forces on the atoms, in the same order (eV/Å):
0.5 0.6 0.3
-1.2 -1.5 -1.1
-1.8 1.7 1.7
-1.8 1.1 -0.1
3.4 -1.5 0.0
0.6 0.0 -0.9
-0.3 -0.4 0.9
-2.3 0.4 -1.9
0.3 0.7 -0.3
1.1 -0.4 1.8
0.8 -0.8 1.3
0.1 1.0 -1.6
-0.6 1.2 -0.9
-0.7 0.9 0.7
2.6 -0.1 0.4
-2.3 1.3 -6.1
2.3 1.0 3.4
-2.1 -0.7 2.3
1.6 -3.0 0.5
0.1 1.4 -0.7
-1.6 -0.3 -0.2
0.3 -0.4 1.6
1.2 -0.5 1.2
1.2 0.7 -1.0
0.2 0.6 -1.2
0.0 -1.7 -0.6
-0.3 -1.2 -0.5
0.5 0.1 1.5
-0.1 0.7 1.5
1.3 0.4 -0.9
-0.1 -0.9 0.0
-1.7 -0.3 -0.4
0.4 -0.6 -1.4
0.0 -0.9 -0.5
0.2 0.2 0.5
-0.1 -0.7 -0.3
0.0 0.8 0.1
0.6 0.0 0.1
-0.4 -0.4 0.5
-0.2 1.7 0.6
-1.6 0.0 -0.3
-0.1 -0.6 0.7
-0.2 0.6 -0.9
-0.1 -0.1 0.1
0.0 0.0 -0.1
0.0 0.0 0.0
0.0 0.1 0.1
0.0 0.0 0.0
-0.1 0.0 0.1
0.0 -0.1 0.0
0.0 0.0 -0.1
0.0 0.0 0.0
0.0 0.1 0.0
0.0 0.0 0.1
0.0 -0.1 0.0
0.0 0.0 -0.1
0.0 0.0 0.0
0.0 -0.2 0.0
0.0 0.1 0.1
0.0 0.0 0.0
0.0 0.1 0.0
0.0 0.0 -0.1
0.0 -0.1 0.0
0.1 0.0 0.0
0.0 0.0 0.0
0.0 0.1 0.1
0.0 0.1 0.0
0.1 0.1 0.0
0.0 0.1 0.0
-0.1 0.0 0.1
-0.1 0.0 0.0
0.0 0.0 -0.1
0.1 -0.1 0.0
0.1 0.0 0.0
0.0 0.1 0.1
-0.1 0.0 0.0
-0.1 0.0 0.0
0.0 -0.1 0.0
0.1 0.0 0.0
0.0 -0.1 0.0
0.1 0.0 0.0
0.1 0.0 0.0
0.0 0.1 0.0
0.0 0.0 0.0
-0.1 0.0 0.0
0.0 -0.1 0.0
0.1 0.0 0.0
0.0 0.0 0.0
0.0 0.1 0.0
-0.1 0.0 0.0
-0.1 0.0 0.0
0.0 0.0 0.0
-0.1 0.1 -0.1
0.0 0.0 0.0
0.0 -0.1 0.0
0.0 0.0 0.0
0.0 0.1 0.1
-0.1 0.1 0.0
-0.1 0.0 0.0
0.0 0.0 -0.1
0.0 -0.1 0.0
0.1 0.0 0.1
0.0 0.0 0.1

## Properties
highest occupied orbital energy = -0.3897 Eh
electronic energy = -2454.7955 hartree
E_LUMO = -0.139 hartree
charge = +1
maximum force = 6.61 eV/Å
frontier orbital gap = 6.8 eV